# 1
The following is a quantum chemistry calculation of a structure of composition C28H25N5O2Y, from the OMol25 dataset.

Computed properties:
LUMO energy   -10.231 eV
Net charge   +3
Gap between HOMO and LUMO   0.2568 Eh
HOMO   -0.633 Ha

Each line ends with the Mulliken charge.
Geometry (Å):
Y: -0.3612 0.0000 -0.7392  1.516
O: 1.5974 3.5131 -2.8080  -0.369
O: 1.5552 -3.5135 -2.8223  -0.365
N: 0.1699 2.2215 -1.6943  0.167
N: -2.3352 0.0857 2.2947  -0.102
N: -0.1058 0.0029 1.5732  0.446
N: 0.1458 -2.2093 -1.6997  0.182
N: 1.4807 -0.0009 -2.4271  0.196
C: 0.7297 -0.0268 4.2304  -0.499
C: -0.3991 3.5872 -1.5512  0.180
C: -0.9721 5.2327 1.8416  -0.809
C: -1.7704 -4.3035 2.4638  -0.724
C: 0.7089 4.4739 -2.1614  -0.572
C: 1.2231 -0.0207 1.9116  -0.144
C: -0.8159 3.8514 -0.1242  -0.112
C: 1.2024 -2.3254 -2.4400  0.342
C: -1.6842 -2.9294 0.5012  -0.033
C: -0.9505 -5.2305 1.8405  -0.827
C: 1.2296 2.3274 -2.4300  0.341
C: -0.6023 0.0103 3.9242  -1.127
C: 1.6750 -0.0390 3.1911  -0.881
C: 0.6560 -4.4671 -2.1829  -0.538
C: -1.7451 4.2701 2.4712  -0.765
C: -1.0130 0.0277 2.5781  0.455
C: -0.4909 -5.0066 0.5486  -0.485
C: 3.5190 -0.0084 -4.2962  -0.486
C: -0.5105 5.0270 0.5473  -0.523
C: 1.9544 -1.1511 -2.9107  -0.004
C: -2.1472 -3.1515 1.7878  -0.949
C: -0.8405 -3.8460 -0.1271  0.039
C: 2.9779 -1.2062 -3.8429  -0.717
C: 2.9933 1.1934 -3.8360  -0.734
C: -0.4355 -3.5725 -1.5557  0.115
C: -1.6173 2.9016 0.5097  0.166
C: 1.9684 1.1458 -2.9046  0.005
C: -2.0771 3.1008 1.8005  -0.976
H: -0.6763 -6.1436 2.3515  0.423
H: 3.3266 -2.1628 -4.2090  0.561
H: -1.3434 -3.6048 -2.1652  0.426
H: -2.0947 -2.0907 -0.0840  0.944
H: 1.2451 -5.0221 -1.4575  0.403
H: 0.1242 -5.7645 0.0831  0.349
H: 2.7353 -0.0586 3.3971  0.495
H: -2.7094 0.1594 1.3713  0.172
H: -1.2997 3.6286 -2.1709  0.421
H: 0.0705 5.8077 0.0753  0.393
H: -2.1147 4.4404 3.4731  0.459
H: -2.7204 2.3784 2.2841  0.513
H: -3.0051 0.0896 3.0458  0.281
H: -0.7330 6.1559 2.3519  0.421
H: 3.3548 2.1474 -4.1963  0.558
H: -2.8319 -2.4600 2.2575  0.499
H: 4.3217 -0.0115 -5.0218  0.509
H: 0.3456 5.1642 -2.9163  0.316
H: -1.3553 0.0373 4.7010  0.488
H: 1.9355 -0.0318 1.0863  0.380
H: -1.9865 2.0428 -0.0740  0.903
H: 1.3014 5.0093 -1.4240  0.422
H: 0.2786 -5.1424 -2.9443  0.309
H: 1.0575 -0.0391 5.2613  0.488
H: -2.1394 -4.4935 3.4623  0.459

---

# 2
The following is a quantum chemistry calculation of the ion ClF3P with charge +1, from the OMol25 dataset.

Computed properties:
LUMO energy   -7.616 eV
Net charge   +1
Gap between HOMO and LUMO   0.3873 Eh
Energy relative to the best compared isomer or geometry (same formula, charge and spin)   4.029 eV
HOMO   -0.667 Ha

Each line ends with the Mulliken charge.
Geometry (Å):
Cl: 1.2948 0.3284 0.0558  0.409
P: -1.0738 -0.1274 0.1702  0.830
F: 2.0456 0.6919 1.4390  -0.068
F: -1.4654 0.5741 -1.1680  -0.103
F: -0.8012 -1.4669 -0.4969  -0.068

---

# 3
The following is a quantum chemistry calculation of a structure of composition C35H30BrHfN5O2S2Si, from the OMol25 dataset.

Computed properties:
LUMO energy   -0.927 eV
Gap between HOMO and LUMO   0.2451 Eh
HOMO   -0.279 Ha

Each line ends with the Mulliken charge.
Geometry (Å):
Hf: 12.3490 12.4531 8.8115  0.459
Br: 8.6754 18.0631 12.7027  -0.149
S: 12.5068 11.3749 6.5435  -0.516
S: 11.2737 10.2704 9.4233  -0.427
Si: 14.8804 12.0524 9.8355  0.308
O: 12.3181 14.3567 8.1415  -0.317
O: 11.7804 14.2588 15.9344  -0.627
N: 10.1271 13.2691 8.6371  0.518
N: 7.0477 17.4402 6.8759  -0.468
N: 7.8030 16.7475 6.1414  -0.471
N: 11.7312 13.1266 11.0681  0.443
N: 12.8144 16.0177 14.9051  -0.253
C: 8.8653 9.8099 5.6100  -0.647
C: 8.7215 18.5899 9.9740  -0.632
C: 7.6208 14.3067 7.9925  -0.219
C: 15.0268 13.3739 11.1531  0.450
C: 15.3447 15.7061 11.6620  -0.724
C: 11.3320 16.0728 6.7808  -0.952
C: 8.0593 17.8784 10.9527  0.113
C: 8.4451 9.2498 6.8079  -0.384
C: 6.5638 17.0141 9.3239  -0.176
C: 10.0111 14.4285 7.9535  0.812
C: 11.5820 14.4455 11.2074  -0.264
C: 16.3510 12.3967 8.5995  -1.264
C: 8.7877 14.9973 7.5398  -0.460
C: 11.8881 12.8651 13.4361  -0.996
C: 15.1656 13.0502 12.4815  -0.071
C: 9.0328 12.6485 9.0337  -0.098
C: 10.1148 10.4405 5.5839  -0.692
C: 11.9044 14.2355 13.5951  0.768
C: 15.4893 15.3269 12.9865  -0.609
C: 7.7401 13.1223 8.6865  -2.000
C: 11.8187 12.3671 12.1398  -0.428
C: 6.9546 17.0900 10.6203  -0.566
C: 10.4045 10.1025 7.9305  0.534
C: 11.2348 14.9879 7.6106  0.615
C: 11.6366 15.0308 12.4233  -0.575
C: 12.1975 14.8426 14.9597  -0.033
C: 8.4009 18.4054 8.6401  0.026
C: 10.1685 16.7462 6.3995  -0.757
C: 10.9005 10.5870 6.7307  0.339
C: 8.9472 16.1725 6.7715  0.426
C: 9.2247 9.3001 7.9226  -0.774
C: 15.0807 14.7240 10.7028  -0.136
C: 15.3885 14.0234 13.4365  -0.858
C: 7.3216 17.5997 8.2858  0.240
C: 15.2019 10.4006 10.6780  -1.122
H: 16.1978 13.1757 7.8818  0.355
H: 9.5857 19.1959 10.2245  0.410
H: 16.1187 10.4335 11.3466  0.340
H: 10.1969 17.6465 5.8300  0.608
H: 8.9833 18.9402 7.8750  0.393
H: 6.8352 12.5579 8.7980  0.485
H: 10.5036 10.6533 4.6153  0.465
H: 15.5629 16.1422 13.7227  0.489
H: 11.3585 15.0131 10.2911  0.298
H: 15.6747 13.7933 14.4263  0.524
H: 12.3100 16.4450 6.4521  0.487
H: 14.3465 10.0828 11.3010  0.274
H: 9.1121 11.6705 9.5245  0.799
H: 13.2946 16.2969 14.0671  0.155
H: 11.4958 16.1059 12.5223  0.648
H: 5.6789 16.4570 9.0852  0.405
H: 15.0653 14.9262 9.5956  0.198
H: 16.4279 11.4532 8.0431  0.365
H: 17.2733 12.5941 9.1727  0.333
H: 6.6637 14.6842 7.6796  0.785
H: 11.9820 11.3604 11.9387  0.469
H: 8.1964 9.6782 4.7413  0.374
H: 12.1244 12.1085 14.2381  0.387
H: 15.3825 9.5627 9.9643  0.334
H: 15.1456 12.0303 12.8334  0.434
H: 7.5020 8.7231 6.8129  0.374
H: 15.3535 16.7893 11.4678  0.340
H: 6.3062 16.7203 11.3962  0.486
H: 8.8053 8.9103 8.8231  0.368
H: 13.0308 16.4769 15.7385  0.232

---

# 4
The following is a quantum chemistry calculation of a cluster of 2 separate species, CH2Cl2O2 in total, from the OMol25 dataset.

Computed properties:
LUMO energy (spin up / spin down)   0.039 / -0.772 eV
Gap between HOMO and LUMO (spin up / spin down)   0.3858 / 0.2591 Eh
Energy relative to the best compared isomer or geometry (same formula, charge and spin)   6.665 eV
HOMO (spin up / spin down)   -0.384 / -0.288 Ha

Each line ends with the Mulliken charge.
Geometry (Å):
Cl: -0.6703 0.6693 -1.4732  -0.072
Cl: -0.8700 2.2298 0.9043  -0.096
O: 0.7060 -0.8749 0.5288  -0.256
O: 1.0223 -0.8914 -0.7561  -0.171
C: -1.2983 0.8860 0.0544  -0.077
H: 1.9245 -0.6902 -0.8411  0.333
H: -2.0342 0.1392 0.5215  0.340

---

# 5
The following is a quantum chemistry calculation of a structure of composition C19H8BrF5O3S2V, from the OMol25 dataset.

Computed properties:
LUMO energy (spin up / spin down)   -1.373 / -0.839 eV
Multiplicity   2
Gap between HOMO and LUMO (spin up / spin down)   0.2580 / 0.2805 Eh
Expectation value of S²   0.767
HOMO (spin up / spin down)   -0.308 / -0.311 Ha

Each line ends with the Löwdin spin population.
Geometry (Å):
Br: 3.7159 3.2199 2.1044  0.000
V: 0.1939 -0.1086 0.0865  1.060
S: -1.0689 1.4269 1.1262  -0.030
S: -1.5965 -1.4091 -0.2774  -0.028
F: 1.6580 -1.5030 4.0386  0.000
F: 5.7154 -0.6196 0.5383  0.000
F: 6.2469 -1.1930 3.1464  -0.001
F: 4.2085 -1.6378 4.8718  0.000
F: 3.1311 -0.4946 -0.3041  0.001
O: 0.8897 1.5271 -3.4432  0.002
O: 0.5113 0.7156 -1.4000  -0.004
O: 1.0797 -0.8854 1.3990  -0.018
C: 4.9903 -1.1303 2.7188  -0.002
C: 3.3740 3.2736 0.2503  0.000
C: 3.9491 -1.3574 3.5996  0.000
C: 1.1308 1.5798 -2.2803  0.001
C: -4.5888 0.2659 2.7137  0.000
C: -2.7451 -0.7517 0.9001  0.010
C: 3.4103 -0.7813 0.9750  -0.001
C: 3.8890 4.0883 -1.9388  0.000
C: -4.8169 -0.9618 2.1042  0.000
C: 2.6347 -1.2916 3.1674  -0.002
C: -3.4384 0.9801 2.4217  -0.001
C: -2.5153 0.4769 1.5107  0.009
C: 4.1425 4.0803 -0.5730  0.000
C: 2.3566 -0.9984 1.8454  -0.001
C: -3.8957 -1.4713 1.2042  0.000
C: 2.8939 3.2872 -2.4752  0.000
C: 2.1337 2.4774 -1.6397  -0.001
C: 2.3660 2.4850 -0.2714  0.002
C: 4.7230 -0.8403 1.3921  0.000
H: 2.6994 3.2669 -3.5386  0.000
H: 1.7796 1.9012 0.4252  0.001
H: -5.3050 0.6667 3.4189  0.000
H: 4.4839 4.7171 -2.5875  0.000
H: -3.2493 1.9341 2.8982  0.000
H: -4.0648 -2.4310 0.7318  0.000
H: 4.9290 4.6911 -0.1521  0.000
H: -5.7122 -1.5248 2.3326  0.000

---

# 6
The following is a quantum chemistry calculation of a cluster of 5 separate species, C19H46Br8N2O2PS in total, from the OMol25 dataset.

Computed properties:
LUMO energy   1.466 eV
Net charge   -1
Gap between HOMO and LUMO   0.1942 Eh
HOMO   -0.140 Ha

Each line ends with the Mulliken charge.
Geometry (Å):
Br: 10.2875 -2.3751 -4.9552  -0.118
Br: 7.1370 -5.5539 -5.8548  -0.167
Br: -7.9317 -3.7087 0.2754  -0.139
Br: 4.6428 0.3798 -4.5938  -0.195
Br: 5.9088 -2.3903 -7.2905  -0.124
Br: 8.0444 0.5250 -4.8643  -0.041
Br: 1.6928 2.5170 -3.9342  -0.160
Br: -5.6930 -3.3014 3.1857  -0.070
S: -3.4267 1.9095 4.1223  -0.409
P: -2.2270 1.4849 2.1132  0.359
O: 1.0554 1.7920 -0.0812  -0.562
O: -1.3412 0.2226 2.9455  -0.409
N: -1.1419 3.8981 3.4161  -0.121
N: -6.8524 -0.2504 1.8060  -0.272
C: -0.8338 2.7659 2.5424  -1.141
C: -1.8895 -0.7701 3.7675  -0.089
C: 9.9464 0.4622 -5.2509  -0.599
C: 0.2461 0.7841 0.5661  0.961
C: -6.5998 -4.8854 2.5315  -0.626
C: -6.5440 1.1594 2.0698  -0.637
C: 0.0245 4.4935 4.0514  -0.909
C: -1.2805 -0.7285 5.1659  -1.374
C: -1.2535 1.0841 0.4716  -1.469
C: -6.6299 -4.9395 1.0266  -0.565
C: -5.6255 1.7916 1.0185  -0.714
C: 6.4771 -2.7795 -5.4707  -0.115
C: -4.5349 0.8550 0.4965  -0.653
C: 4.2403 1.5157 -3.0593  -0.538
C: -3.6076 0.2799 1.5729  -0.679
C: 10.3131 -0.7637 -6.0457  -0.612
C: 7.6473 -3.7237 -5.4298  -0.741
C: 2.7858 1.4952 -2.6857  -0.597
C: 0.5864 -0.5747 -0.0454  -1.743
H: -0.2060 -0.5433 5.1021  0.270
H: -7.5992 -4.8816 2.9552  0.353
H: -2.9725 -0.6829 3.8580  0.099
H: 0.5287 2.1837 -0.7822  0.380
H: -1.5814 4.6066 2.8449  0.279
H: 10.1673 1.3575 -5.8281  0.346
H: 11.3272 -0.6834 -6.4297  0.388
H: -2.9301 2.5938 1.4710  0.008
H: -6.9332 -5.9287 0.6908  0.339
H: -0.0139 -1.3501 0.4393  0.464
H: -1.4685 -1.6750 5.6836  0.433
H: -0.2790 5.0620 4.9376  0.311
H: -1.7292 0.2394 -0.0310  0.414
H: -7.4602 1.7553 2.1663  0.387
H: -3.1358 -0.6264 1.1794  0.449
H: 5.6081 -3.1788 -4.9575  0.452
H: 4.8400 1.1249 -2.2405  0.405
H: 10.4678 0.5033 -4.2996  0.369
H: 2.3732 0.4921 -2.6619  0.353
H: -4.2221 -0.0252 2.4198  0.296
H: 4.5838 2.5102 -3.3248  0.419
H: 1.6396 -0.8272 0.1185  0.345
H: -3.9518 1.3911 -0.2631  0.269
H: -5.6696 -4.6799 0.5922  0.371
H: -1.6901 -1.7578 3.3150  0.346
H: -6.0325 1.2165 3.0353  0.249
H: -7.7866 -0.3989 1.4573  0.175
H: -0.5992 3.1459 1.5373  0.437
H: -6.7180 -0.8145 2.6302  0.028
H: -5.1791 2.6938 1.4502  0.198
H: -1.3954 1.9500 -0.1918  0.503
H: 0.6001 0.7583 1.5947  -0.015
H: -6.0393 -5.7311 2.9244  0.331
H: 2.6335 1.9586 -1.7145  0.328
H: 6.7529 -1.8218 -5.0329  -0.128
H: -1.7465 0.0652 5.7561  0.246
H: 9.6227 -0.9358 -6.8659  0.367
H: 0.7017 3.7016 4.3770  0.295
H: -6.2307 2.1315 0.1651  0.452
H: -4.3487 2.7663 3.6712  0.069
H: -5.0366 0.0184 -0.0026  0.554
H: 8.4218 -3.4486 -6.1380  0.330
H: 0.0300 2.2429 2.9509  0.351
H: 0.3707 -0.5747 -1.1191  0.301
H: 0.5958 5.1817 3.4036  0.265
H: 8.0674 -3.7556 -4.4275  0.386

---

Repeat the fifth record exactly.
The following is a quantum chemistry calculation of a structure of composition C19H8BrF5O3S2V, from the OMol25 dataset.

Computed properties:
LUMO energy (spin up / spin down)   -1.373 / -0.839 eV
Multiplicity   2
Gap between HOMO and LUMO (spin up / spin down)   0.2580 / 0.2805 Eh
Expectation value of S²   0.767
HOMO (spin up / spin down)   -0.308 / -0.311 Ha

Each line ends with the Löwdin spin population.
Geometry (Å):
Br: 3.7159 3.2199 2.1044  0.000
V: 0.1939 -0.1086 0.0865  1.060
S: -1.0689 1.4269 1.1262  -0.030
S: -1.5965 -1.4091 -0.2774  -0.028
F: 1.6580 -1.5030 4.0386  0.000
F: 5.7154 -0.6196 0.5383  0.000
F: 6.2469 -1.1930 3.1464  -0.001
F: 4.2085 -1.6378 4.8718  0.000
F: 3.1311 -0.4946 -0.3041  0.001
O: 0.8897 1.5271 -3.4432  0.002
O: 0.5113 0.7156 -1.4000  -0.004
O: 1.0797 -0.8854 1.3990  -0.018
C: 4.9903 -1.1303 2.7188  -0.002
C: 3.3740 3.2736 0.2503  0.000
C: 3.9491 -1.3574 3.5996  0.000
C: 1.1308 1.5798 -2.2803  0.001
C: -4.5888 0.2659 2.7137  0.000
C: -2.7451 -0.7517 0.9001  0.010
C: 3.4103 -0.7813 0.9750  -0.001
C: 3.8890 4.0883 -1.9388  0.000
C: -4.8169 -0.9618 2.1042  0.000
C: 2.6347 -1.2916 3.1674  -0.002
C: -3.4384 0.9801 2.4217  -0.001
C: -2.5153 0.4769 1.5107  0.009
C: 4.1425 4.0803 -0.5730  0.000
C: 2.3566 -0.9984 1.8454  -0.001
C: -3.8957 -1.4713 1.2042  0.000
C: 2.8939 3.2872 -2.4752  0.000
C: 2.1337 2.4774 -1.6397  -0.001
C: 2.3660 2.4850 -0.2714  0.002
C: 4.7230 -0.8403 1.3921  0.000
H: 2.6994 3.2669 -3.5386  0.000
H: 1.7796 1.9012 0.4252  0.001
H: -5.3050 0.6667 3.4189  0.000
H: 4.4839 4.7171 -2.5875  0.000
H: -3.2493 1.9341 2.8982  0.000
H: -4.0648 -2.4310 0.7318  0.000
H: 4.9290 4.6911 -0.1521  0.000
H: -5.7122 -1.5248 2.3326  0.000